DFT (wB97M-V/def2-TZVPD) results for C7H6N2O in the gas phase.

The geometry in XYZ format:
```
16
Properties=species:S:1:pos:R:3:lowdin_charge:R:1
O -2.7243 -0.2293 1.5634 0.043
C -1.9290 -0.3644 0.6582 -0.398
N -2.1349 -1.1569 -0.5094 0.078
C -0.9827 -1.1688 -1.3021 -0.066
C -0.0011 -0.4030 -0.6408 -0.221
N 1.3343 -0.0894 -1.0733 0.094
C 2.0880 0.7198 -0.2018 -0.055
C 1.5474 1.2288 0.9720 -0.104
C 0.2529 0.9458 1.3812 0.016
C -0.4899 0.1079 0.5359 -0.101
H -2.9718 -1.6712 -0.5694 0.127
H -0.8578 -1.6448 -2.2624 0.095
H 1.8092 -0.3242 -1.9369 0.145
H 3.1208 0.8276 -0.5319 0.118
H 2.1022 1.9190 1.5885 0.096
H -0.1634 1.3029 2.3287 0.132
```

Calculated values
**Total energy**: -12382.790 eV
**ΔE to the lowest compared entry with this formula, charge and spin**: 0.5660 eV
**Molar mass**: 134.1 g mol⁻¹
**Frontier orbital gap**: 6.31 eV
**Lowest unoccupied orbital energy**: -0.2 eV